Entry 1:
19
Properties=species:S:1:pos:R:3:forces:R:3 method="wB97M-V/def2-TZVPD" homo_energy_ha=-0.3061 smiles="[H]/N=C1/CC(C)=CC(=C)N1" total_charge=0 e_above_lowest_kcal_mol=30.0 orbital_gap_ev=9.20
H 1.75263 2.83595 0.11326 0.067 0.098 0.066
N 0.75146 2.63963 0.11456 0.963 -1.159 -0.890
C 0.52878 1.38530 -0.09296 0.445 0.216 1.825
C -0.93683 1.06538 0.00839 0.375 -0.831 -2.019
C -1.29732 -0.39963 -0.02790 -2.577 0.822 0.203
C -2.83379 -0.58988 -0.02435 0.483 -0.980 0.707
C -0.42600 -1.37736 0.06024 1.869 -0.483 -0.021
C 1.05450 -1.07221 0.00972 -0.248 -0.084 -0.331
C 2.02950 -1.99693 0.00768 0.481 -0.487 0.645
N 1.43710 0.30097 -0.13259 -0.126 0.634 0.073
H -1.38874 1.66088 -0.83010 -0.057 -0.693 0.830
H -1.27548 1.46660 0.93814 -0.361 0.449 0.559
H -3.24242 -1.60856 -0.06308 0.830 -0.181 -0.041
H -3.27425 -0.13060 -0.88114 -0.230 0.780 -0.546
H -3.31045 -0.20710 0.88715 0.330 0.461 -0.199
H -0.74084 -2.42781 0.16452 0.345 0.606 -0.204
H 3.08538 -1.66511 -0.01983 -0.707 -0.215 -0.113
H 1.90169 -3.08884 0.19232 -0.291 1.179 -0.328
H 2.45965 0.49241 -0.01993 -1.591 -0.132 -0.218

---

Entry 2:
20
Properties=species:S:1:pos:R:3:forces:R:3 method="wB97M-V/def2-TZVPD" homo_energy_ha=-0.3095 smiles="C=C1CN(C2=NCCO2)C1" total_charge=0 e_above_lowest_kcal_mol=134.9 orbital_gap_ev=9.30
C -3.72167 0.46146 0.56178 -0.465 2.133 0.246
C -2.41214 0.17577 0.42993 -3.832 0.984 -0.542
C -1.49612 0.53822 -0.68295 -1.232 1.293 -4.292
N -0.62622 -0.54180 -0.37250 1.475 -2.199 0.597
C 0.76215 -0.37770 -0.32047 2.070 0.644 5.836
N 1.37473 -0.54012 0.93709 -1.102 1.417 -5.290
C 2.74019 -0.07544 0.66836 2.945 1.524 0.897
C 2.77403 0.59643 -0.73848 3.095 -0.076 -0.643
O 1.62069 0.15903 -1.33292 -5.237 -0.853 0.089
C -1.51493 -0.79390 0.96317 3.596 -0.001 -0.368
H -4.55879 0.21953 1.35784 2.302 0.037 -1.720
H -3.95260 1.36056 -0.11469 -0.337 -1.503 0.991
H -2.05068 0.28309 -1.74109 1.297 1.262 2.261
H -0.94992 1.52796 -0.73101 -0.960 -0.798 0.132
H 3.20778 0.85702 1.27243 -1.530 -2.531 -0.060
H 3.50710 -0.94105 0.75201 -1.199 1.406 -0.144
H 3.03606 1.77119 -0.85019 -1.332 -2.491 0.615
H 3.54196 0.09066 -1.37997 -0.024 0.721 0.700
H -0.87140 -0.22442 1.66198 -0.300 -1.215 0.660
H -1.90371 -1.79245 1.19586 0.771 0.247 0.035

---

Entry 3:
20
Properties=species:S:1:pos:R:3:forces:R:3 method="wB97M-V/def2-TZVPD" homo_energy_ha=-0.3109 total_charge=0 e_above_lowest_kcal_mol=148.4 orbital_gap_ev=9.54
C -0.42996 2.19480 -0.00122 0.302 -0.453 -0.094
C 0.81788 1.94851 -0.39116 -0.162 -1.282 0.145
C 1.12756 -1.61131 -0.28002 -0.041 0.867 -0.909
C 1.88090 -0.45387 0.42458 -2.493 0.890 -1.846
C -0.70438 0.82400 0.61217 -0.558 0.092 1.623
C 0.24368 -0.53028 -1.08905 3.871 -0.175 0.904
C 0.65719 0.46628 0.00998 1.947 0.496 -0.418
N -1.75154 -0.00074 -0.08006 -1.044 0.036 2.488
N -2.53403 -0.87320 0.75117 0.242 3.280 -1.852
O -1.08215 -0.70212 -1.11211 -1.940 -0.727 -1.458
H -1.06917 3.01016 -0.13469 -0.934 1.206 -0.031
H 1.64460 2.45833 -0.91136 -0.678 -0.108 0.381
H 1.63856 -2.29324 -0.93446 0.587 -0.374 -0.039
H 0.54276 -2.17895 0.42998 -0.404 -0.037 0.086
H 2.18752 -0.47015 1.41978 0.319 -0.425 1.731
H 2.65253 0.00889 -0.15988 0.777 -0.314 -0.425
H -0.83358 0.88709 1.76231 0.076 -0.544 -1.995
H 0.72606 -0.22437 -2.08908 -1.015 -0.779 1.143
H -2.22128 -1.61160 1.29737 1.212 -1.423 0.670
H -3.49313 -0.84823 0.47572 -0.064 -0.225 -0.103

---

Let's list lowest unoccupied orbital energy in order: 0.87; 0.88; 1.08 eV.